The following is a DFT calculation (the ωB97M-V functional and the def2-TZVPD basis) of 2 unconnected molecules or ions with the total composition Cl2HPS.

Each line ends with the natural charge from an NBO analysis.
Cartesian coordinates (Å):
1 P 0.3521 -0.8283 0.7715  0.6896
2 S -1.1902 0.5501 0.9501  -0.1934
3 Cl 2.5204 1.5344 -0.4722  -0.4516
4 Cl -0.0108 -1.7254 -0.9541  -0.2138
5 H -1.6714 0.4692 -0.2952  0.1692

Properties
HOMO-LUMO gap (alpha / beta)   7.53 / 5.33 eV
LUMO energy (alpha / beta)   -0.088 / -0.117 Ha
Energy above the lowest of the compared OMol25 structures with the same formula, charge and spin   58.82 kcal/mol

=====

The following is a DFT calculation (the ωB97M-V functional and the def2-TZVPD basis) of C2H5N5O in the gas phase.

Each line ends with the natural charge from an NBO analysis.
Cartesian coordinates (Å):
1 C -0.9150 -0.2107 -0.8129  0.5957
2 C 0.9082 0.0973 1.0919  0.5190
3 H -1.6725 0.4114 -2.6478  0.3947
4 H -2.1720 -1.0549 -1.8926  0.3891
5 H 0.5445 -1.9034 1.3541  0.4090
6 H 2.5480 0.8200 2.0219  0.3565
7 H 1.0150 1.9697 0.4000  0.3686
8 N -1.9205 -0.0593 -1.7780  -0.8122
9 N -0.6822 -1.2699 -0.0940  -0.3257
10 N 0.2112 -1.0754 0.8067  -0.4408
11 N 2.0210 -0.0431 1.6435  -0.7226
12 N 0.2901 1.3085 0.6201  -0.3297
13 O -0.1758 1.0099 -0.7129  -0.4017

Properties
HOMO-LUMO gap   8.74 eV
Structure (SMILES)   [H]/N=C1/NN=C(N)ON1
LUMO energy   0.031 Ha
Energy above the lowest of the compared OMol25 structures with the same formula, charge and spin   64.72 kcal/mol

=====

The following is a DFT calculation (the ωB97M-V functional and the def2-TZVPD basis) of C5H9NO in the gas phase.

Each line ends with the natural charge from an NBO analysis.
Cartesian coordinates (Å):
1 C 1.8509 1.6931 0.0179  0.0849
2 O 2.1389 0.4460 -0.5705  -0.7241
3 C -0.9574 -0.3293 0.1604  -0.1901
4 C -1.7353 -0.5220 -1.1170  -0.6033
5 C -0.9593 -1.4305 1.1905  -0.6033
6 C -0.2104 0.7347 0.3290  0.4137
7 N 0.4863 1.7356 0.4912  -0.4611
8 H 1.9724 2.5154 -0.7024  0.1632
9 H 2.5016 1.8902 0.8823  0.1632
10 H 3.0560 0.4479 -0.8658  0.4758
11 H -1.4020 -1.4372 -1.6232  0.2105
12 H -1.5917 0.3148 -1.8066  0.2208
13 H -2.8096 -0.6247 -0.9212  0.2092
14 H -1.9678 -1.6132 1.5812  0.2092
15 H -0.3044 -1.1938 2.0341  0.2207
16 H -0.6035 -2.3661 0.7398  0.2105

Properties
HOMO-LUMO gap   9.00 eV
Structure (SMILES)   CC(C)=C=NCO
LUMO energy   0.028 Ha
Energy above the lowest of the compared OMol25 structures with the same formula, charge and spin   52.27 kcal/mol

=====

The following is a DFT calculation (the ωB97M-V functional and the def2-TZVPD basis) of 2 unconnected molecules or ions with the total composition C2H3BrO.

Each line ends with the Mulliken spin population.
Cartesian coordinates (Å):
1 C 3.3291 0.9529 0.2733  0.5341
2 C -0.4122 0.3596 -0.2262  0.9079
3 O 3.7304 2.0396 0.4110  0.1798
4 Br 4.4077 -0.5446 -0.0372  0.2873
5 H -1.0477 -0.5523 -0.2047  0.0270
6 H -0.9686 1.1158 -0.7219  0.0323
7 H 0.6414 0.2680 0.1990  0.0317

Properties
Multiplicity   3
HOMO-LUMO gap (alpha / beta)   9.56 / 9.68 eV
LUMO energy (alpha / beta)   0.023 / -0.062 Ha
Energy above the lowest of the compared OMol25 structures with the same formula, charge and spin   0.00 kcal/mol

=====

The following is a DFT calculation (the ωB97M-V functional and the def2-TZVPD basis) of 15 unconnected molecules or ions with the total composition C10H50O20.

Each line ends with the Mulliken spin population.
Cartesian coordinates (Å):
1 O 26.7362 -37.4236 2.3135  0.0006
2 H 27.2550 -38.1525 2.6538  -0.0002
3 H 27.3524 -36.6927 2.2646  -0.0001
4 O 19.9159 -33.8349 2.9115  0.0040
5 H 20.0329 -34.2140 2.0403  0.0009
6 H 20.7936 -33.5545 3.1710  0.0005
7 O 25.2377 -38.5523 0.2639  0.0411
8 H 24.5741 -39.0822 0.7054  -0.0013
9 H 25.6255 -38.0235 0.9612  -0.0008
10 O 22.0147 -32.6109 4.6693  0.0010
11 H 21.7505 -33.3228 5.2521  0.0000
12 H 22.8032 -32.9364 4.2350  -0.0001
13 O 25.4301 -37.3203 5.2318  0.0000
14 H 25.6110 -38.2512 5.1019  0.0000
15 H 25.5519 -36.9292 4.3667  0.0000
16 O 21.1871 -37.9614 -2.1379  0.0048
17 H 21.9590 -38.4747 -2.3764  0.0001
18 H 21.5091 -37.3275 -1.4969  -0.0022
19 O 20.6244 -37.4205 2.6310  0.0054
20 H 20.3138 -37.7712 1.7963  0.0008
21 H 19.8258 -37.2064 3.1133  -0.0002
22 O 19.4950 -35.1109 0.3457  0.0005
23 H 18.9502 -34.6201 -0.2695  0.0003
24 H 18.8762 -35.4665 0.9835  0.0001
25 O 22.8421 -39.4714 1.5756  0.0000
26 H 22.2873 -38.9086 2.1157  -0.0008
27 H 22.3040 -40.2437 1.4022  0.0001
28 O 19.6708 -38.6222 0.1099  0.0004
29 H 18.7642 -38.6503 -0.1958  0.0000
30 H 20.1530 -38.2095 -0.6067  0.0004
31 C 25.8848 -33.0537 -4.5733  0.0020
32 C 25.3899 -32.9352 -3.1460  0.0006
33 O 25.3875 -34.2497 -2.6040  0.0099
34 O 27.2438 -33.4300 -4.7307  0.0013
35 H 25.9033 -32.0310 -4.9496  0.0003
36 H 25.1882 -33.6313 -5.1809  -0.0002
37 H 24.4222 -32.4402 -3.0644  -0.0002
38 H 26.1603 -32.4485 -2.5479  -0.0002
39 H 24.7609 -34.7583 -3.1239  0.0000
40 H 27.8173 -32.6610 -4.7690  -0.0001
41 C 21.1764 -31.7311 -2.7545  0.0004
42 C 21.4622 -33.0155 -3.5248  0.0000
43 O 22.2524 -33.9182 -2.7718  0.0031
44 O 20.8991 -31.9414 -1.3108  0.0005
45 H 20.2921 -31.3013 -3.2251  0.0001
46 H 22.0703 -31.1218 -2.8883  0.0002
47 H 21.6720 -32.7260 -4.5545  0.0001
48 H 20.4675 -33.4567 -3.5885  0.0004
49 H 21.7470 -34.1316 -1.9840  -0.0017
50 H 21.7787 -31.8784 -0.9314  -0.0003
51 C 21.4074 -37.8208 6.8831  0.0004
52 C 21.9702 -38.4165 5.5193  0.0028
53 O 23.1860 -39.1680 5.6726  0.0013
54 O 21.0799 -38.8200 7.8416  0.0004
55 H 20.4932 -37.2336 6.7958  0.0000
56 H 22.1464 -37.1228 7.2764  0.0000
57 H 22.1260 -37.7318 4.6855  -0.0028
58 H 21.2583 -39.1792 5.2037  0.0000
59 H 23.9340 -38.6221 5.9260  0.0000
60 H 21.7788 -39.4775 7.8151  0.0000
61 C 28.7790 -34.2172 0.8259  0.0001
62 C 27.8575 -35.1641 0.1273  0.0003
63 O 26.4529 -35.1818 0.4250  -0.0003
64 O 28.9068 -34.4661 2.1662  0.0000
65 H 28.2827 -33.3102 0.4808  0.0000
66 H 29.7469 -34.2207 0.3247  0.0000
67 H 28.1434 -36.2092 0.2455  0.0000
68 H 28.0251 -35.1414 -0.9495  -0.0001
69 H 25.9460 -34.8690 -0.3279  0.0014
70 H 28.5931 -33.6714 2.6040  0.0000
71 C 23.1547 -35.4812 0.2298  0.1013
72 C 23.5137 -35.7581 1.6908  0.1670
73 O 22.4288 -35.1427 2.5055  0.3623
74 O 22.0393 -36.2710 -0.1711  0.3265
75 H 23.8484 -35.7895 -0.5524  0.0232
76 H 22.9102 -34.4201 0.1800  0.0000
77 H 24.5531 -35.5567 1.9498  -0.0022
78 H 23.6504 -36.8347 1.7923  -0.0194
79 H 21.7968 -35.8579 2.6091  -0.0175
80 H 21.2533 -35.7989 0.1134  -0.0163

Properties
Multiplicity   2
HOMO-LUMO gap (alpha / beta)   9.25 / 2.54 eV
Charge   +1
LUMO energy (alpha / beta)   -0.102 / -0.348 Ha

=====

The following is a DFT calculation (the ωB97M-V functional and the def2-TZVPD basis) of a molecular structure, C4H5N2OP.

Each line ends with the natural charge from an NBO analysis.
Cartesian coordinates (Å):
1 C -1.9625 1.0697 -0.1085  -0.0402
2 C -2.5255 -0.1362 -0.1274  -0.6972
3 C 2.4693 -0.0915 0.1657  0.7468
4 C 2.5259 -1.3318 -0.2802  -0.7748
5 N -0.6903 1.0507 0.1685  -0.2947
6 N -0.1277 -0.0725 0.4713  -0.6286
7 O 2.6360 1.0579 0.4465  -0.5133
8 P -1.2386 -1.2135 0.3030  0.7981
9 H -2.5001 1.9513 -0.5218  0.2244
10 H -3.5668 -0.5595 -0.1495  0.2619
11 H 3.5239 -1.6356 -0.3621  0.2516
12 H -0.2670 1.9680 0.2726  0.4035
13 H 1.7233 -2.0570 -0.2781  0.2625

Properties
HOMO-LUMO gap   9.67 eV
LUMO energy   0.027 Ha
Energy above the lowest of the compared OMol25 structures with the same formula, charge and spin   38.55 kcal/mol

=====

Values of DFT total energy, in order: -1660.47804, -428.11999, -325.85426, -2727.11084, -1915.31714, -681.44298, all in a.u..
Values of largest force on an atom, in order: 1.56, 6.19, 0.47, 2.53, 4.66, 4.47, all in eV Å⁻¹.